(1)
DFT (ωB97M-V/def2-TZVPD) results for 2 unconnected molecules or ions with the total composition C6H12N2.

The geometry in ORCA input format:
```
! wB97M-V def2-TZVPD RIJCOSX def2/J DEFGRID3
* xyz 0 1
N -0.822 -1.460 1.547
N -1.216 0.402 0.380
C -0.854 -1.828 0.225
C -1.043 -0.605 -0.515
C -1.058 -0.147 -1.981
C -1.197 -0.048 1.605
C 2.519 2.241 0.048
C 2.473 0.891 -0.872
H -1.241 0.139 2.706
H -0.168 0.026 -2.572
H 3.029 1.887 0.977
H 1.616 0.409 -0.626
H 3.309 0.313 -0.477
H -0.521 -2.882 -0.008
H -1.480 0.908 -2.028
H 2.423 1.075 -1.930
H -1.834 -0.746 -2.554
H -0.536 -2.120 2.351
H 3.197 2.961 -0.557
H 1.424 2.414 0.171
*
```

Computed properties:
- SMILES string = Cc1c[nH]cn1.CC
- frontier orbital gap (eV) = 9.20
- energy relative to the best compared isomer or geometry (same formula, charge and spin) (kcal per mole) = 49.7
- E_tot (eV) = -9394.69384



(2)
DFT (ωB97M-V/def2-TZVPD) results for a gas-phase ion, C5H10NO (charge +1).

The geometry in ORCA input format:
```
! wB97M-V def2-TZVPD RIJCOSX def2/J DEFGRID3
* xyz 1 1
O -0.598 2.176 0.906
N -0.422 0.507 -0.883
C 0.005 -0.916 0.882
C 0.183 1.279 0.329
C 0.341 -1.681 2.047
C 0.398 0.595 -2.108
C -0.492 -0.849 -0.334
H -0.157 0.187 -2.950
H 0.653 1.631 -2.322
H -1.353 0.890 -1.095
H 1.338 -1.421 2.403
H 1.305 0.010 -1.968
H -0.904 -1.629 -0.962
H -0.373 -1.488 2.848
H -1.442 1.832 1.232
H 0.328 -2.752 1.827
H 1.189 1.628 0.147
*
```

Computed properties:
- frontier orbital gap (eV) = 9.15
- energy relative to the best compared isomer or geometry (same formula, charge and spin) (kcal per mole) = 102.2
- E_tot (eV) = -8874.14779



The HOMO energy results, record by record, are as follows: -8.389; -13.174 eV.
The molar mass results, record by record, are as follows: 112.176; 100.141 g mol⁻¹.
The F_max results, record by record, are as follows: 5.145; 4.836 eV/Å.